1.
{"formula": "C17H27BrF5GaN3O3S", "method": "wB97M-V/def2-TZVPD", "elements": ["Br", "Ga", "S", "F", "F", "F", "F", "F", "O", "O", "O", "N", "N", "N", "C", "C", "C", "C", "C", "C", "C", "C", "C", "C", "C", "C", "C", "C", "C", "C", "C", "H", "H", "H", "H", "H", "H", "H", "H", "H", "H", "H", "H", "H", "H", "H", "H", "H", "H", "H", "H", "H", "H", "H", "H", "H", "H", "H"], "xyz": [[4.131, -2.851, -0.713], [3.208, -0.646, 1.799], [1.910, 0.814, 3.103], [5.281, -2.545, 2.525], [4.452, -1.421, 4.236], [2.634, -3.096, 4.641], [3.945, -4.418, 3.546], [2.260, -3.503, 2.554], [1.436, 1.875, 2.202], [1.457, -3.302, -0.914], [2.535, 1.253, 4.349], [-3.062, 4.252, -1.200], [-2.027, -1.851, 1.667], [0.092, -1.250, -2.997], [-1.925, 4.177, -1.382], [0.323, 4.677, -0.453], [-1.327, -3.503, -5.228], [0.003, -2.260, -3.546], [0.431, -0.077, 3.569], [-3.532, 0.015, 0.622], [-2.299, 1.842, 1.889], [0.039, 6.158, -0.234], [-2.693, -1.023, 1.217], [1.876, -1.359, 0.428], [-0.483, 4.080, -1.613], [3.245, -3.283, 3.458], [2.210, -2.534, -0.398], [-2.736, 1.323, 0.525], [-2.657, -3.266, -4.522], [4.097, -2.047, 3.044], [-0.139, -3.525, -4.261], [-1.355, -4.458, -5.756], [0.924, -1.616, 0.908], [-0.198, 0.570, 4.181], [-2.842, -4.033, -3.768], [-0.261, -4.314, -3.516], [-0.257, 4.594, -2.549], [-1.856, 1.150, -0.099], [-3.482, -3.287, -5.235], [-3.847, -0.328, -0.364], [0.654, 6.549, 0.576], [-1.745, 2.775, 1.785], [1.659, -0.535, -0.266], [4.350, 0.198, 1.111], [-0.050, -0.374, 2.637], [0.108, 4.117, 0.458], [0.256, 6.739, -1.133], [-3.341, 2.076, 0.023], [-0.235, 3.026, -1.743], [-3.163, 2.033, 2.529], [0.732, -0.980, 4.107], [-2.669, -2.296, -4.024], [-1.164, -2.727, -5.979], [0.794, -3.718, -4.792], [-1.006, 6.326, 0.032], [1.382, 4.529, -0.667], [-4.426, 0.147, 1.234], [-1.646, 1.133, 2.397]], "nbo_charge": [-0.1084, 0.8279, 1.7259, -0.3546, -0.3558, -0.3230, -0.3193, -0.3299, -1.0261, -0.5442, -0.9935, -0.3738, -0.3473, -0.3433, 0.3160, -0.3832, -0.3762, 0.3048, -0.8800, -0.5083, -0.6109, -0.6124, 0.2996, -1.0238, -0.5173, 0.9000, 0.5848, -0.3901, -0.6130, 0.2700, -0.5135, 0.2025, 0.2559, 0.2341, 0.2062, 0.2535, 0.2367, 0.2107, 0.2086, 0.2450, 0.2195, 0.2231, 0.2763, -0.2843, 0.2336, 0.2319, 0.1940, 0.2259, 0.2637, 0.1919, 0.2344, 0.2188, 0.2035, 0.2483, 0.2098, 0.2172, 0.2357, 0.2222], "energy_ev": -175522.905, "spin_multiplicity": 1, "e_homo_ev": -5.6, "charge": -1, "gap_ev": 8.023, "lumo_energy_ev": 2.4, "largest_force_ha_per_bohr": 0.024}


2.
{"formula": "C17H27BrNO3PRe", "method": "wB97M-V/def2-TZVPD", "elements": ["Re", "Br", "P", "O", "O", "O", "N", "C", "C", "C", "C", "C", "C", "C", "C", "C", "C", "C", "C", "C", "C", "C", "C", "C", "H", "H", "H", "H", "H", "H", "H", "H", "H", "H", "H", "H", "H", "H", "H", "H", "H", "H", "H", "H", "H", "H", "H", "H", "H", "H", "H"], "xyz": [[-0.796, -0.362, 0.481], [-2.497, -0.058, 6.067], [0.834, 0.246, -0.990], [-1.233, -2.984, -1.084], [1.236, -1.928, 2.304], [-3.379, 0.590, -1.046], [-2.194, -1.009, 2.083], [2.519, 1.426, 0.970], [-1.934, -0.618, 3.350], [-2.833, -0.860, 4.389], [2.413, -0.744, -1.242], [-4.084, -2.213, 2.900], [-1.049, -1.980, -0.500], [0.200, 2.413, 0.589], [1.417, 1.729, -0.050], [-0.072, -0.126, -3.640], [-0.410, 2.186, -2.677], [-3.910, -1.703, 4.193], [3.488, -0.002, -2.036], [0.524, -1.305, 1.620], [-3.221, -1.858, 1.869], [0.476, 0.947, -2.691], [2.162, -2.129, -1.847], [-2.408, 0.290, -0.473], [-3.327, -2.275, 0.866], [2.764, -0.882, -0.204], [3.249, 0.028, -3.106], [-4.896, -2.891, 2.665], [-0.673, 1.409, 2.939], [-0.996, -0.574, -3.254], [-0.302, 0.351, -4.601], [2.601, 2.272, 1.663], [4.431, -0.557, -1.943], [3.498, 1.289, 0.501], [1.461, -2.722, -1.253], [0.032, 3.010, -2.111], [-0.505, 1.654, 1.059], [-0.386, 2.971, -0.146], [-0.527, 2.533, -3.712], [1.778, -2.057, -2.867], [3.116, -2.668, -1.883], [-0.085, 1.856, 3.019], [-1.013, -0.089, 3.541], [-1.411, 1.972, -2.282], [1.829, 2.393, -0.820], [2.294, 0.533, 1.564], [1.484, 1.242, -3.027], [0.655, -0.921, -3.833], [0.547, 3.117, 1.356], [-4.557, -1.956, 5.020], [3.687, 1.017, -1.688]], "nbo_charge": [0.1974, 0.7965, 1.2040, -0.2645, -0.2808, -0.2546, -0.5441, -0.6190, 0.1071, -0.1440, -0.4411, -0.1793, 0.6501, -0.5044, -0.5290, -0.6288, -0.6235, -0.0574, -0.6477, 0.5754, 0.1585, -0.3924, -0.6242, 0.5722, 0.2505, 0.2801, 0.2471, 0.3123, -0.0994, 0.2141, 0.3180, 0.2745, 0.3096, 0.2678, 0.2030, 0.2340, 0.0878, 0.2691, 0.3240, 0.2393, 0.3032, 0.1130, 0.2535, 0.2138, 0.2897, 0.1938, 0.2920, 0.2459, 0.2929, 0.3101, 0.2343], "energy_ev": -107111.058, "relative_energy_ev": 0.295, "spin_multiplicity": 4, "e_homo_ev": [-23.1, -23.0], "charge": 4, "s_squared": 3.789, "gap_ev": [8.543, 5.208], "lumo_energy_ev": [-14.6, -17.8], "largest_force_ha_per_bohr": 0.144}


3.
{"formula": "C17H27Cl2IrOS3Sb", "method": "wB97M-V/def2-TZVPD", "elements": ["Ir", "Sb", "Cl", "Cl", "S", "S", "S", "O", "C", "C", "C", "C", "C", "C", "C", "C", "C", "C", "C", "C", "C", "C", "C", "C", "C", "H", "H", "H", "H", "H", "H", "H", "H", "H", "H", "H", "H", "H", "H", "H", "H", "H", "H", "H", "H", "H", "H", "H", "H", "H", "H", "H"], "xyz": [[0.827, 0.699, 1.652], [-0.678, 0.106, -0.278], [4.850, 0.389, -1.918], [1.871, -1.324, 2.272], [2.427, 0.905, -0.007], [-0.607, 0.843, 3.561], [-0.062, 2.850, 1.635], [-1.335, 3.319, 3.945], [5.121, -2.767, 0.495], [0.669, -2.616, -0.788], [5.355, -1.836, -0.508], [-0.162, -1.571, -1.522], [0.271, 2.499, -1.984], [-1.778, 1.329, -2.841], [-1.399, 4.712, 3.558], [3.437, -0.519, 0.206], [-2.551, -0.279, 0.704], [4.051, -2.599, 1.355], [-1.421, -2.191, -2.128], [-0.758, 2.475, 3.151], [-1.012, 1.774, -1.597], [-2.486, -1.607, 1.451], [3.253, -1.484, 1.185], [-3.768, -0.168, -0.208], [4.527, -0.739, -0.650], [6.186, -1.956, -1.188], [-2.724, 0.841, -2.609], [-1.620, -1.662, 2.115], [-0.390, 5.107, 3.453], [0.944, 1.852, -2.548], [0.822, 2.885, -1.128], [-3.839, 0.809, -0.686], [0.444, -1.111, -2.307], [-2.003, 2.205, -3.452], [5.772, -3.622, 0.603], [-1.925, 5.208, 4.364], [-2.032, -2.674, -1.365], [3.841, -3.311, 2.141], [0.863, -3.453, -1.462], [-3.380, -1.727, 2.066], [0.018, 3.350, -2.620], [-2.042, -1.476, -2.664], [0.145, -3.013, 0.084], [-1.949, 4.806, 2.623], [-2.572, 0.534, 1.435], [-4.675, -0.308, 0.385], [-1.180, 0.653, -3.456], [-1.123, -2.964, -2.839], [1.635, -2.221, -0.468], [-3.769, -0.933, -0.985], [-2.447, -2.455, 0.766], [-1.642, 2.436, -0.997]], "nbo_charge": [0.1089, 1.7153, 0.0509, 0.1457, -0.0573, 0.0026, 0.0339, -0.4517, -0.1852, -0.6186, -0.2041, -0.5581, -0.6234, -0.6337, -0.2691, -0.2890, -0.5645, -0.2596, -0.6345, 0.0804, -0.5571, -0.6294, 0.0422, -0.6313, -0.0316, 0.2461, 0.2152, 0.2148, 0.2106, 0.2206, 0.2150, 0.2132, 0.2336, 0.2358, 0.2392, 0.2279, 0.2098, 0.2420, 0.2300, 0.2336, 0.2300, 0.2177, 0.2076, 0.2032, 0.2302, 0.2328, 0.2106, 0.2366, 0.2146, 0.2121, 0.2070, 0.2287], "energy_ev": -87037.245, "relative_energy_ev": 0.000, "spin_multiplicity": 1, "e_homo_ev": -10.8, "charge": 1, "gap_ev": 6.928, "lumo_energy_ev": -3.9, "largest_force_ha_per_bohr": 0.004}


4.
{"formula": "C17H27ClN2O3S2", "method": "wB97M-V/def2-TZVPD", "elements": ["Cl", "S", "S", "O", "O", "O", "N", "N", "C", "C", "C", "C", "C", "C", "C", "C", "C", "C", "C", "C", "C", "C", "C", "C", "C", "H", "H", "H", "H", "H", "H", "H", "H", "H", "H", "H", "H", "H", "H", "H", "H", "H", "H", "H", "H", "H", "H", "H", "H", "H", "H", "H"], "xyz": [[-0.812, -5.341, 1.440], [-1.195, 2.150, -1.662], [0.987, -6.443, -0.672], [-2.892, 4.713, 0.013], [1.679, 1.556, 1.690], [-0.550, -2.033, -0.113], [-1.373, 3.638, 1.293], [1.226, -2.036, 1.283], [1.815, -4.086, -1.269], [-0.568, 2.486, 1.655], [0.909, 2.685, 1.317], [0.342, -5.112, 0.193], [0.865, -3.926, -0.210], [-0.277, -0.082, -2.921], [-1.451, 0.404, -2.085], [1.437, 0.400, 0.904], [-3.922, 2.506, -1.212], [0.858, -0.716, 1.775], [0.446, -2.591, 0.325], [2.541, -2.932, -1.892], [-1.138, 4.850, 2.063], [1.961, -5.393, -1.616], [2.439, -2.627, 1.814], [-2.294, 3.686, 0.285], [-2.582, 2.404, -0.503], [-2.589, 1.547, 0.174], [-0.229, 5.365, 1.744], [-0.931, 1.605, 1.134], [-1.040, 4.589, 3.119], [-0.227, -0.655, 1.832], [2.616, -3.598, 1.360], [3.290, -2.523, -1.209], [-0.192, 0.479, -3.853], [1.270, -0.606, 2.779], [1.846, -2.128, -2.140], [2.597, -5.797, -2.388], [1.008, 2.893, 0.247], [-2.383, 0.299, -2.640], [0.775, 0.624, 0.063], [-1.979, 5.520, 1.924], [-4.122, 1.594, -1.774], [-4.724, 2.648, -0.485], [2.396, 0.065, 0.494], [3.300, -1.983, 1.616], [-0.405, -1.138, -3.161], [-3.925, 3.356, -1.890], [3.051, -3.238, -2.804], [1.321, 3.523, 1.878], [0.659, 0.030, -2.371], [-1.518, -0.177, -1.166], [2.350, -2.758, 2.894], [-0.664, 2.304, 2.730]], "nbo_charge": [0.0569, 0.1846, 0.4754, -0.6250, -0.5376, -0.6331, -0.4387, -0.4216, -0.0188, -0.2319, -0.0738, -0.2229, -0.2169, -0.6140, -0.5281, -0.0845, -0.6081, -0.2443, 0.6839, -0.6366, -0.4172, -0.4199, -0.4081, 0.6781, -0.4181, 0.2188, 0.1933, 0.2116, 0.1934, 0.2258, 0.2263, 0.2184, 0.2117, 0.2111, 0.2303, 0.2416, 0.1836, 0.2086, 0.1931, 0.2463, 0.2061, 0.2170, 0.1744, 0.1979, 0.2225, 0.2347, 0.2262, 0.1882, 0.2023, 0.2384, 0.2039, 0.1946], "energy_ev": -61383.135, "relative_energy_ev": 0.110, "spin_multiplicity": 1, "e_homo_ev": -8.6, "gap_ev": 9.115, "lumo_energy_ev": 0.5, "largest_force_ha_per_bohr": 0.003, "smiles": "CCS[C@H](C)C(=O)N(C)CCOCCN(C)C(=O)c1c(C)csc1Cl"}